(1)
The following is a quantum chemistry calculation of 10 unconnected molecules or ions with the total composition C20H60O10 at a distorted geometry, from OMol25.

## Properties
SMILES = CCO.CCO.CCO.CCO.CCO.CCO.CCO.CCO.CCO.CCO
DFT total energy = -1550.21269 a.u.

Last columns: bonded neighbours and bond lengths (Å).
Atoms and positions in Å:
1 C 2.4043 -4.1845 3.1645  C2 1.525, H4 1.090, H5 1.090, H6 1.090
2 C 2.4957 -3.4331 1.8407  C1 1.525, O3 1.416, H7 1.090, H8 1.090
3 O 1.2552 -2.7776 1.6485  C2 1.416, H9 0.960
4 H 2.2731 -3.5044 4.0061  C1 1.090
5 H 3.1880 -4.8995 3.4148  C1 1.090
6 H 1.4793 -4.7586 3.2190  C1 1.090
7 H 2.5196 -4.1853 1.0522  C2 1.090
8 H 3.3475 -2.7545 1.7976  C2 1.090
9 H 1.3172 -1.9844 2.1857  O3 0.960
10 C -2.4517 -3.2215 -4.2722  C11 1.534, H13 1.090, H14 1.090, H15 1.090
11 C -2.6528 -3.5549 -2.7886  C10 1.534, O12 1.377, H16 1.090, H17 1.090
12 O -1.5675 -4.3012 -2.3882  C11 1.377, H18 0.960
13 H -1.4983 -2.7197 -4.4380  C10 1.090
14 H -3.3269 -2.6755 -4.6242  C10 1.090
15 H -2.4466 -4.1008 -4.9164  C10 1.090
16 H -3.4373 -4.3038 -2.6801  C11 1.090
17 H -2.9285 -2.6967 -2.1757  C11 1.090
18 H -1.6112 -4.2770 -1.4295  O12 0.960
19 C -0.7602 3.6589 3.6160  C20 1.544, H22 1.090, H23 1.090, H24 1.090
20 C -0.3418 3.5530 5.0986  C19 1.544, O21 1.385, H25 1.090, H26 1.090
21 O -1.2034 4.3852 5.7928  C20 1.385, H27 0.960
22 H -1.8405 3.5482 3.7100  C19 1.090
23 H -0.3891 2.9416 2.8840  C19 1.090
24 H -0.4935 4.6677 3.3008  C19 1.090
25 H 0.6500 4.0013 5.1570  C20 1.090
26 H -0.4101 2.5632 5.5499  C20 1.090
27 H -1.9615 4.6924 5.2902  O21 0.960
28 C -4.4033 0.4962 -3.2457  C29 1.549, H31 1.090, H32 1.090, H33 1.090
29 C -3.0728 1.2878 -3.3049  C28 1.549, O30 1.416, H34 1.090, H35 1.090
30 O -2.1373 0.6611 -4.1635  C29 1.416, H36 0.960
31 H -4.9614 0.8380 -2.3741  C28 1.090
32 H -4.2729 -0.5646 -3.0319  C28 1.090
33 H -4.9848 0.7819 -4.1223  C28 1.090
34 H -2.6952 1.2914 -2.2824  C29 1.090
35 H -3.0195 2.2901 -3.7298  C29 1.090
36 H -2.5760 0.2794 -4.9273  O30 0.960
37 C 0.6574 5.6552 -0.9821  C38 1.574, H40 1.090, H41 1.090, H42 1.090
38 C 0.0053 4.3385 -1.5454  C37 1.574, O39 1.421, H43 1.090, H44 1.090
39 O -0.2834 3.5754 -0.3814  C38 1.421, H45 0.960
40 H 1.3928 5.4585 -0.2020  C37 1.090
41 H -0.1238 6.2966 -0.5741  C37 1.090
42 H 1.2718 6.0525 -1.7901  C37 1.090
43 H 0.7613 3.7804 -2.0977  C38 1.090
44 H -0.8361 4.5876 -2.1920  C38 1.090
45 H -0.4271 2.6728 -0.6749  O39 0.960
46 C 3.3003 1.8666 1.7055  C47 1.574, H49 1.090, H50 1.090, H51 1.090
47 C 4.0758 1.6289 3.0549  C46 1.574, O48 1.348, H52 1.090, H53 1.090
48 O 3.3721 2.3805 3.9253  C47 1.348, H54 0.960
49 H 3.1346 0.9496 1.1399  C46 1.090
50 H 3.9752 2.3769 1.0183  C46 1.090
51 H 2.3250 2.3531 1.6924  C46 1.090
52 H 5.0723 2.0704 3.0649  C47 1.090
53 H 4.0559 0.5617 3.2755  C47 1.090
54 H 3.9460 2.5537 4.6751  O48 0.960
55 C 0.4135 0.1669 0.1499  C56 1.534, H58 1.090, H59 1.090, H60 1.090
56 C -0.6299 0.1616 -0.9749  C55 1.534, O57 1.422, H61 1.090, H62 1.090
57 O -0.2845 1.0563 -2.0243  C56 1.422, H63 0.960
58 H 0.4292 1.1382 0.6444  C55 1.090
59 H 1.3863 -0.0962 -0.2655  C55 1.090
60 H -0.0176 -0.5374 0.8614  C55 1.090
61 H -1.5941 0.4328 -0.5451  C56 1.090
62 H -0.8162 -0.8647 -1.2912  C56 1.090
63 H -0.9142 0.9395 -2.7394  O57 0.960
64 C 2.3872 1.2131 -5.0443  C65 1.529, H67 1.090, H68 1.090, H69 1.090
65 C 1.0558 1.0434 -5.7759  C64 1.529, O66 1.407, H70 1.090, H71 1.090
66 O 1.2916 1.5309 -7.0750  C65 1.407, H72 0.960
67 H 2.7419 2.2426 -5.0929  C64 1.090
68 H 3.1982 0.5516 -5.3491  C64 1.090
69 H 2.3770 1.0817 -3.9623  C64 1.090
70 H 0.3790 1.7099 -5.2413  C65 1.090
71 H 0.5778 0.0702 -5.8880  C65 1.090
72 H 1.4512 2.4733 -6.9853  O66 0.960
73 C -0.5023 -1.3752 3.8640  C74 1.479, H76 1.090, H77 1.090, H78 1.090
74 C 0.3995 -0.2033 3.9089  C73 1.479, O75 1.414, H79 1.090, H80 1.090
75 O 1.5584 -0.4020 3.1237  C74 1.414, H81 0.960
76 H -1.4290 -1.1731 4.4010  C73 1.090
77 H -0.1267 -2.2758 4.3496  C73 1.090
78 H -0.8748 -1.6011 2.8648  C73 1.090
79 H 0.6829 -0.1148 4.9577  C74 1.090
80 H -0.1211 0.6940 3.5742  C74 1.090
81 H 2.0983 0.3907 3.0846  O75 0.960
82 C -0.7449 -5.7202 0.8600  C83 1.526, H85 1.090, H86 1.090, H87 1.090
83 C -1.8064 -4.6246 0.8678  C82 1.526, O84 1.448, H88 1.090, H89 1.090
84 O -1.2116 -3.4177 0.3332  C83 1.448, H90 0.960
85 H -1.1631 -6.6221 1.3070  C82 1.090
86 H 0.1610 -5.4671 1.4109  C82 1.090
87 H -0.5340 -6.0450 -0.1589  C82 1.090
88 H -1.9578 -4.3148 1.9018  C83 1.090
89 H -2.7073 -4.9757 0.3646  C83 1.090
90 H -0.3142 -3.2643 0.6377  O84 0.960


(2)
The following is a quantum chemistry calculation of 10 unconnected molecules or ions with the total composition C20H60O10S10 at a distorted geometry, from OMol25.

## Properties
DFT total energy = -5531.92195 a.u.

Last columns: bonded neighbours and bond lengths (Å).
Atoms and positions in Å:
1 C -11.0163 1.6498 20.8387  S2 1.802, H5 1.059, H6 1.064, H7 1.124
2 S -12.4550 1.4924 19.7655  C1 1.802, O3 1.538, C4 1.817
3 O -13.6739 1.3412 20.6905  S2 1.538
4 C -12.0346 -0.1604 19.1393  S2 1.817, H8 1.083, H9 1.120, H10 1.113
5 H -11.1049 2.6507 21.1743  C1 1.059
6 H -10.2426 1.3615 20.1684  C1 1.064
7 H -11.1319 0.9036 21.6719  C1 1.124
8 H -11.1930 -0.0539 18.4656  C4 1.083
9 H -12.8437 -0.5050 18.4460  C4 1.120
10 H -11.9040 -0.9819 19.8789  C4 1.113
11 C -17.1478 7.3142 16.4256  S12 1.805, H15 1.116, H16 1.094, H17 1.078
12 S -16.1578 6.8255 17.8530  C11 1.805, O13 1.487, C14 1.778
13 O -14.7548 7.2404 17.5890  S12 1.487
14 C -16.9465 7.8842 19.0442  S12 1.778, H18 1.109, H19 1.072, H20 1.103
15 H -16.6518 6.8691 15.5303  C11 1.116
16 H -17.3247 8.3770 16.2348  C11 1.094
17 H -18.1425 6.9220 16.5641  C11 1.078
18 H -16.7759 8.9428 18.7599  C14 1.109
19 H -16.6342 7.7292 20.0582  C14 1.072
20 H -18.0215 7.6609 18.9398  C14 1.103
21 C -10.4684 1.7496 15.7804  S22 1.765, H25 1.078, H26 1.054, H27 1.083
22 S -9.9258 3.1840 16.6537  C21 1.765, O23 1.509, C24 1.851
23 O -10.2623 3.0096 18.1138  S22 1.509
24 C -11.1367 4.3767 15.9205  S22 1.851, H28 1.110, H29 1.090, H30 1.127
25 H -10.0205 0.9251 16.3104  C21 1.078
26 H -10.1629 1.6114 14.7812  C21 1.054
27 H -11.5472 1.7212 15.8762  C21 1.083
28 H -12.1682 4.0044 16.0928  C24 1.110
29 H -10.9667 4.5126 14.8522  C24 1.090
30 H -10.8915 5.2518 16.5863  C24 1.127
31 C -12.8937 5.1461 19.8714  S32 1.749, H35 1.108, H36 1.091, H37 1.073
32 S -13.9331 5.8816 21.0704  C31 1.749, O33 1.517, C34 1.843
33 O -15.3316 5.6135 20.5483  S32 1.517
34 C -13.5899 4.7823 22.5088  S32 1.843, H38 1.110, H39 1.102, H40 1.086
35 H -13.1427 4.0701 19.7827  C31 1.108
36 H -11.8285 5.3271 20.0194  C31 1.091
37 H -13.0422 5.6769 18.9505  C31 1.073
38 H -14.0964 5.2472 23.3796  C34 1.110
39 H -12.5047 4.7925 22.7002  C34 1.102
40 H -13.8538 3.7489 22.3065  C34 1.086
41 C -16.1601 3.7032 16.2292  S42 1.797, H45 1.048, H46 1.109, H47 1.094
42 S -14.7396 3.3145 17.2582  C41 1.797, O43 1.519, C44 1.789
43 O -13.7744 2.3784 16.5511  S42 1.519
44 C -15.6981 2.3131 18.3884  S42 1.789, H48 1.106, H49 1.098, H50 1.076
45 H -16.7784 4.2361 16.8860  C41 1.048
46 H -16.5911 2.8225 15.7115  C41 1.109
47 H -15.9735 4.4845 15.4860  C41 1.094
48 H -16.3539 1.6545 17.7886  C44 1.106
49 H -16.3541 3.0142 18.9213  C44 1.098
50 H -15.1144 1.7424 19.0889  C44 1.076
51 C -10.1878 8.3597 17.8861  S52 1.785, H55 1.058, H56 1.105, H57 1.092
52 S -9.6034 9.2381 16.4459  C51 1.785, O53 1.489, C54 1.725
53 O -8.2034 8.7675 16.2577  S52 1.489
54 C -10.5800 8.4540 15.2603  S52 1.725, H58 1.119, H59 1.096, H60 1.006
55 H -9.6482 8.7609 18.7034  C51 1.058
56 H -10.0394 7.2643 17.8921  C51 1.105
57 H -11.2286 8.4744 18.1946  C51 1.092
58 H -10.7361 8.9863 14.2880  C54 1.119
59 H -11.5775 8.2709 15.6763  C54 1.096
60 H -10.2196 7.5397 15.0437  C54 1.006
61 C -12.3904 8.4400 23.1354  S62 1.865, H65 1.046, H66 1.131, H67 1.049
62 S -12.0004 8.1834 24.9405  C61 1.865, O63 1.557, C64 1.769
63 O -12.4863 6.7384 25.2547  S62 1.557
64 C -10.2371 8.0416 24.9656  S62 1.769, H68 1.097, H69 1.080, H70 1.080
65 H -12.2382 9.4482 22.9022  C61 1.046
66 H -13.5101 8.2891 23.0847  C61 1.131
67 H -11.8974 7.7141 22.5597  C61 1.049
68 H -9.9463 7.7299 25.9768  C64 1.097
69 H -9.7310 8.9562 24.6931  C64 1.080
70 H -9.9545 7.2967 24.2365  C64 1.080
71 C -7.7000 7.0759 20.2311  S72 1.785, H75 1.072, H76 1.102, H77 1.061
72 S -8.3498 6.8463 21.8777  C71 1.785, O73 1.476, C74 1.781
73 O -9.5593 7.6925 21.9010  S72 1.476
74 C -8.9466 5.1699 21.8135  S72 1.781, H78 1.093, H79 1.077, H80 1.051
75 H -7.5211 8.1226 20.0821  C71 1.072
76 H -8.5028 6.6503 19.6076  C71 1.102
77 H -6.8470 6.4624 20.0840  C71 1.061
78 H -9.8519 5.2116 21.2028  C74 1.093
79 H -9.0378 4.8632 22.8419  C74 1.077
80 H -8.1464 4.6061 21.4304  C74 1.051
81 C -14.8194 -2.0689 23.6716  S82 1.848, H85 1.035, H86 1.084, H87 1.086
82 S -14.5169 -0.3379 24.2423  C81 1.848, O83 1.492, C84 1.848
83 O -13.0660 -0.1432 23.9542  S82 1.492
84 C -15.4991 0.4890 22.9127  S82 1.848, H88 1.079, H89 1.066, H90 1.100
85 H -14.4475 -2.7182 24.3866  C81 1.035
86 H -14.3721 -2.1963 22.6928  C81 1.084
87 H -15.9031 -2.1451 23.6870  C81 1.086
88 H -16.5440 0.3257 23.1280  C84 1.079
89 H -15.3038 0.0644 21.9549  C84 1.066
90 H -15.1463 1.5264 23.0114  C84 1.100
91 C -11.9096 3.4021 25.1190  S92 1.816, H95 1.093, H96 1.081, H97 1.109
92 S -10.4303 2.6465 24.3853  C91 1.816, O93 1.504, C94 1.834
93 O -9.2507 3.5326 24.6797  S92 1.504
94 C -10.3696 1.2225 25.5401  S92 1.834, H98 1.090, H99 1.100, H100 1.059
95 H -12.6406 2.5935 25.0368  C91 1.093
96 H -12.2067 4.3420 24.6743  C91 1.081
97 H -11.6332 3.5964 26.1757  C91 1.109
98 H -11.3311 0.7106 25.5036  C94 1.090
99 H -10.1209 1.4652 26.5838  C94 1.100
100 H -9.6651 0.5327 25.1523  C94 1.059